1.
The molecule C7H11N, computed with ωB97M-V/def2-TZVPD.

Properties
LUMO, Eh: 0.0383
Total charge: 0
Spin multiplicity: 1
Frontier orbital gap, eV: 8.84

XYZ file:
```
19
Properties=species:S:1:pos:R:3:nbo_charge:R:1
C 0.791 -2.608 -0.786 -0.602
C 0.143 -1.726 0.282 -0.435
C 0.283 -0.291 0.148 -0.135
C 1.391 0.495 -0.097 -0.031
N 1.122 1.824 -0.164 -0.548
C -0.376 1.933 0.005 -0.091
C -0.821 0.615 0.170 -0.066
C -2.236 0.396 0.552 -0.642
H 0.438 -3.590 -0.904 0.221
H 0.276 -2.198 -1.798 0.198
H 1.815 -2.409 -0.986 0.211
H 0.152 -1.966 1.433 0.210
H -0.946 -1.871 0.332 0.218
H 2.361 -0.019 -0.167 0.204
H 1.895 2.507 -0.468 0.425
H -0.892 2.840 -0.027 0.208
H -2.736 -0.470 0.008 0.214
H -2.317 0.244 1.653 0.217
H -2.948 1.275 0.424 0.223
```

=====

2.
A structure of composition C7H11N, computed with ωB97M-V/def2-TZVPD.

Properties
LUMO, Eh: 0.0376
Total charge: 0
Spin multiplicity: 1
Frontier orbital gap, eV: 9.79

XYZ file:
```
19
Properties=species:S:1:pos:R:3:nbo_charge:R:1
C -1.501 0.315 1.465 -0.197
C 0.323 0.453 0.635 -0.029
C 1.285 -0.053 -0.288 -0.245
C 0.773 -1.347 -1.107 -0.401
C -0.441 -0.238 -1.597 -0.171
C 0.660 0.730 -1.521 -0.422
C -0.970 -0.139 0.058 -0.289
H -1.876 1.442 1.772 0.183
H -2.355 -0.560 1.741 0.187
H 0.052 0.919 2.598 0.353
H 0.698 1.696 0.770 0.154
H 2.348 -0.088 0.351 0.221
H 0.406 -2.123 -0.389 0.198
H 1.464 -1.882 -1.773 0.229
H -1.247 -0.323 -2.265 0.230
H 0.380 1.770 -0.962 0.209
H 1.521 0.674 -2.212 0.237
H -1.011 -1.146 0.359 0.194
N -0.165 0.186 2.020 -0.639
```

=====

Of them, 2 has the lowest stability.

=====

1.
A cluster of 2 separate species, CH2NO4S in total, computed with ωB97M-V/def2-TZVPD.

Properties
LUMO (spin up / spin down), Eh: 0.1403 / 0.0416
Total charge: -1
<S²>: 2.01
Spin multiplicity: 3
Frontier orbital gap (spin up / spin down), eV: 6.66 / 6.34

XYZ file:
```
9
Properties=species:S:1:pos:R:3:lowdin_spin:R:1
C 0.668 0.417 0.504 0.397
N -1.293 -1.541 -0.423 0.046
O 1.200 0.950 1.391 0.235
O 2.134 1.252 -1.794 0.976
O -1.919 0.768 0.483 0.071
O -1.032 -0.973 1.914 0.087
S -1.136 -0.460 0.615 0.152
H 2.663 0.618 -1.340 0.030
H -1.285 -1.031 -1.350 0.006
```

=====

2.
The ion CH2NO4S with charge -1, computed with ωB97M-V/def2-TZVPD.

Properties
LUMO (spin up / spin down), Eh: 0.1451 / 0.1210
Total charge: -1
<S²>: 2.01
Spin multiplicity: 3
Frontier orbital gap (spin up / spin down), eV: 6.16 / 7.75

XYZ file:
```
9
Properties=species:S:1:pos:R:3:lowdin_spin:R:1
C -1.110 -0.020 -0.133 0.009
N 1.174 1.038 0.110 0.902
O 1.906 2.010 0.363 0.709
O -1.621 -1.299 -0.446 0.005
O 1.663 0.092 -0.626 0.341
O 0.407 -1.602 1.087 0.009
S 0.119 -1.260 -0.248 0.019
H -1.311 0.197 0.857 0.002
H -1.228 0.844 -0.964 0.004
```

=====

Of them, 2 has the lowest stability.